The following is a quantum chemistry calculation of C24H60ClO16P4Zr as an isolated structure, from the OMol25 dataset.

Output
Total charge: +3
Kohn-Sham gap in Ha: 0.1518
E in eV: -109565.3338
E_HOMO in eV: -16.078

Last column: Löwdin charge in e.
Positions of all 106 atoms, in Å:
Zr  0.48264  0.84585  2.75481  1.9964
Cl  -0.78380  0.11277  0.70973  0.2311
C  1.98693  -0.44453  -2.86337  -0.0345
C  2.16749  -0.96611  -1.45313  -0.2445
O  3.27724  -0.37561  -0.73751  -0.1405
P  3.32372  -0.53094  0.82374  0.4611
O  2.16507  0.04362  1.60495  -0.4060
O  3.42406  -2.09247  0.99489  -0.1658
C  4.35028  -3.00611  0.37343  -0.2093
C  3.82944  -4.42763  0.54161  -0.0354
O  4.69495  0.06412  1.28130  -0.1166
C  5.77864  0.31869  0.37917  -0.2616
C  7.09170  0.56014  1.07442  -0.0487
H  1.61276  0.57854  -2.87633  0.0745
H  2.86417  -0.62795  -3.48218  0.0986
H  1.22569  -1.03032  -3.38664  0.0574
H  1.22132  -1.07988  -0.91564  0.0798
H  2.34464  -2.03743  -1.61163  0.1228
H  4.40483  -2.71675  -0.67852  0.1181
H  5.32595  -2.88777  0.84529  0.1295
H  4.64608  -5.00459  0.98128  0.0883
H  3.07686  -4.52192  1.32345  0.0869
H  3.51564  -4.89208  -0.38778  0.0867
H  5.91467  -0.40609  -0.42832  0.1269
H  5.61857  1.20602  -0.24572  0.1118
H  7.82859  0.66131  0.27532  0.0999
H  7.14664  1.52210  1.58583  0.0873
H  7.38626  -0.22496  1.76866  0.0907
C  -3.96577  -1.46829  7.15196  -0.0304
C  -3.48154  -2.24077  5.90100  -0.1934
O  -2.42652  -1.44622  5.26803  -0.1525
P  -2.73427  -0.60782  3.99437  0.4293
O  -1.43283  0.04991  3.59880  -0.4504
O  -3.30920  -1.57040  2.89354  -0.1703
C  -4.12989  -1.10967  1.74817  -0.2113
C  -4.43528  -2.27146  0.85582  -0.0431
O  -3.97992  0.31525  4.33748  -0.1594
C  -3.98034  1.76212  4.31578  -0.2511
C  -5.33997  2.38522  4.54115  -0.0432
H  -4.24417  -0.46629  6.84490  0.0669
H  -4.84460  -2.01691  7.49113  0.0957
H  -3.18914  -1.53291  7.90884  0.0878
H  -3.08866  -3.23756  6.08753  0.1324
H  -4.30407  -2.40823  5.20250  0.1165
H  -4.97705  -0.72204  2.31783  0.1274
H  -3.48627  -0.38162  1.24995  0.0734
H  -5.04374  -1.96778  0.00642  0.0978
H  -3.45676  -2.62341  0.52115  0.0831
H  -4.97173  -3.05014  1.39524  0.0977
H  -3.27815  2.09609  5.08436  0.1243
H  -3.69260  2.09152  3.31298  0.1149
H  -5.74480  2.36069  5.54850  0.0947
H  -5.15112  3.45017  4.36945  0.0951
H  -5.97758  2.08588  3.71062  0.0930
C  -4.45790  -5.25547  -2.70090  -0.0748
C  -2.99820  -4.88940  -2.63884  -0.2887
O  -2.76441  -3.87434  -3.59813  -0.1565
P  -1.36629  -3.08365  -3.65442  0.4277
O  -0.52213  -3.26383  -2.46565  -0.2434
O  -0.67217  -3.52374  -5.01190  -0.1447
C  0.74794  -3.31070  -5.12121  -0.2803
C  1.30438  -3.78078  -6.47193  -0.0459
O  -1.84520  -1.57023  -3.96223  -0.1455
C  -2.11504  -0.85214  -2.75824  -0.3145
C  -2.25282  0.64359  -2.94463  -0.0610
H  -5.10387  -4.38375  -2.61086  0.0806
H  -4.59295  -5.94587  -3.53612  0.0885
H  -4.78381  -5.91025  -1.88554  0.0834
H  -2.84293  -4.53485  -1.61427  0.1054
H  -2.42672  -5.79190  -2.86086  0.1308
H  0.94686  -2.22939  -5.12334  0.0944
H  1.30300  -3.60235  -4.23016  0.1068
H  1.23506  -4.87187  -6.47569  0.0828
H  0.70170  -3.36862  -7.27325  0.0880
H  2.38068  -3.62131  -6.47760  0.0832
H  -3.01877  -1.29750  -2.32640  0.1182
H  -1.37043  -1.02792  -1.97371  0.0615
H  -3.10921  0.91494  -3.55762  0.0916
H  -2.39056  1.07807  -1.95023  0.0512
H  -1.31309  1.05792  -3.31365  0.0742
C  4.20855  3.48899  -2.32898  -0.0389
C  3.42085  4.13262  -1.20073  -0.2195
O  2.75581  3.09659  -0.41915  -0.1636
P  1.55732  3.54122  0.52619  0.5167
O  1.00386  2.40867  1.35904  -0.4357
O  2.22295  4.72292  1.32831  -0.1470
C  1.40594  5.62066  2.13858  -0.2491
C  1.97378  6.98103  2.12726  -0.0634
O  0.60311  4.35375  -0.49694  -0.1553
C  -0.63017  3.71383  -0.94152  -0.2468
C  -1.17785  4.58844  -2.04390  -0.0628
H  5.03741  4.11230  -2.66399  0.0973
H  4.66427  2.53422  -2.06508  0.0669
H  3.59083  3.29610  -3.20471  0.0843
H  4.09612  4.61556  -0.48777  0.1235
H  2.82576  4.99472  -1.50094  0.1294
H  0.35606  5.62134  1.83527  0.1233
H  1.41687  5.28655  3.18156  0.1212
H  3.02377  7.07509  2.41051  0.0994
H  1.83679  7.53551  1.19728  0.0967
H  1.50442  7.61433  2.88570  0.1024
H  -0.31376  2.83861  -1.51151  0.1033
H  -1.40659  3.49503  -0.20920  0.1183
H  -2.18844  4.38244  -2.39785  0.0935
H  -1.15498  5.67699  -1.95037  0.0933
H  -0.56088  4.45245  -2.93828  0.0900